1.
This record from the Open Molecules 2025 dataset describes a molecular structure, Ag2Cl4I2O20PSn3 in a non-equilibrium geometry. The level of theory is wB97M-V/def2-TZVPD.

Element x y z (Å)
1 Ag -0.245 1.862 5.252
2 Ag 2.831 4.463 4.304
3 Sn 0.768 -1.656 0.367
4 Sn 3.231 2.313 -3.608
5 Sn -4.392 -1.800 -3.453
6 I 0.580 4.454 5.678
7 I -0.323 1.397 1.967
8 P 1.369 1.604 -0.909
9 O 4.515 0.602 -4.032
10 O 0.953 2.909 -0.405
11 O 1.035 0.250 -0.428
12 O 2.289 1.592 -2.116
13 Cl -2.552 1.898 2.641
14 O -2.450 2.272 4.054
15 O -3.311 0.701 2.361
16 O -2.987 2.993 1.783
17 O -2.698 -0.880 -4.040
18 Cl -2.589 0.942 -1.571
19 O -3.671 0.937 -0.660
20 O -1.262 0.582 -0.956
21 O -4.173 -3.585 -2.910
22 O -2.332 1.958 -2.498
23 Cl -0.489 -3.382 -2.296
24 O -1.609 -2.798 -1.646
25 O -0.203 -4.739 -1.960
26 O -0.497 -3.240 -3.739
27 O 0.736 -2.647 -1.689
28 Cl 3.528 -1.847 2.146
29 O 3.168 -1.725 0.592
30 O 4.820 -2.426 2.360
31 O 3.495 -0.485 2.572
32 O 2.466 -2.518 2.837

As for the HOMO energy: -4.41 eV. For the LUMO energy, the calculation gives -0.05538 hartree. The value obtained for the orbital gap is 2.91 eV. The total charge is -1.

These are the Mulliken partial charges, in e, on atoms 1 to 6:
1. Ag 0.53
2. Ag 0.49
3. Sn 1.19
4. Sn 0.28
5. Sn 1.12
6. I -0.18

***

2.
This record from the Open Molecules 2025 dataset describes a molecular structure, Ag2F2V in a non-equilibrium geometry. The level of theory is wB97M-V/def2-TZVPD.

Element x y z (Å)
1 Ag 23.914 -14.058 -8.157
2 Ag 27.435 -16.065 -10.394
3 V 25.237 -15.912 -14.265
4 F 28.177 -14.725 -13.309
5 F 24.342 -14.560 -11.498

As for the HOMO energy (alpha / beta): -27.48 / -27.48 eV. The multiplicity is 6. For the LUMO energy (alpha / beta), the calculation gives -0.78513 / -0.77701 hartree. The value obtained for the orbital gap (alpha / beta) is 6.11 / 6.33 eV. The energy above the lowest of the compared OMol25 structures with the same formula, charge and spin is 0.0 kcal per mole. The total charge is +4.

Let us look at the Mulliken charges, expressed in e, one per atom:
1. Ag 1.00
2. Ag 1.00
3. V 1.95
4. F 0.02
5. F 0.02

***

3.
This record from the Open Molecules 2025 dataset describes a molecular structure, AgClF4N2O8S4 in a non-equilibrium geometry. The level of theory is wB97M-V/def2-TZVPD.

Element x y z (Å)
1 Ag -1.676 0.782 -0.658
2 Cl -5.312 2.450 0.952
3 N 1.704 3.278 -0.869
4 S 3.203 2.909 -0.064
5 O 3.123 2.951 1.377
6 O 4.507 3.401 -0.574
7 F 3.166 1.281 -0.367
8 S 1.954 4.726 -0.822
9 O 2.921 5.218 -1.871
10 O 1.718 5.342 0.453
11 F 0.545 5.112 -1.584
12 N -1.975 -3.298 0.057
13 S -1.294 -3.855 1.470
14 O 0.093 -3.442 1.590
15 O -1.638 -5.090 2.198
16 F -1.987 -2.774 2.548
17 S -2.179 -4.561 -0.626
18 O -3.301 -5.404 -0.253
19 O -0.889 -5.151 -0.989
20 F -2.683 -3.874 -1.968

As for the HOMO energy: -3.63 eV. For the LUMO energy, the calculation gives 0.03502 hartree. The value obtained for the orbital gap is 4.58 eV. The energy above the lowest of the compared OMol25 structures with the same formula, charge and spin is 79.9 kcal per mole. The total charge is -2.

These are the Mulliken partial charges, in e, on atoms 1 to 6:
1. Ag 0.87
2. Cl -0.88
3. N -0.24
4. S 1.08
5. O -0.55
6. O -0.54

***

Number 1: energy -141987.0742 eV. Number 2: energy -39057.1325 eV. Number 3: energy -90089.6417 eV.